Entry 1:
# C15H49ClN11O13

A 10-piece molecular cluster, C15H49ClN11O13 overall (ωB97M-V/def2-TZVPD, OMol25).

CARTESIAN COORDINATES (ANGSTROEM)
Cl: -0.346 0.001 0.297
O: -0.145 -1.388 -0.052
O: 0.653 0.785 -0.374
O: -1.696 0.443 0.050
O: -0.191 0.207 1.731
C: -3.787 0.747 -2.534
C: -4.440 -0.003 -3.723
O: -4.854 0.868 -4.763
H: -4.219 0.343 -1.622
H: -3.808 1.817 -2.711
H: -2.746 0.426 -2.455
H: -5.314 -0.420 -3.203
H: -3.944 -0.907 -4.078
H: -5.709 0.580 -5.088
C: 5.081 0.545 -1.375
C: 4.279 0.082 -0.173
O: 3.229 -0.769 -0.588
H: 5.732 1.400 -1.158
H: 4.373 1.011 -2.070
H: 5.689 -0.192 -1.901
H: 3.775 1.002 0.157
H: 4.894 -0.339 0.626
H: 2.358 -0.462 -0.316
C: 1.272 1.990 -3.587
C: -0.261 1.830 -3.628
O: -0.673 1.549 -4.959
H: 1.723 0.994 -3.605
H: 1.472 2.437 -2.607
H: 1.749 2.647 -4.311
H: -0.624 2.785 -3.242
H: -0.536 1.103 -2.862
H: -0.175 0.759 -5.197
C: -4.801 2.554 2.470
O: -4.472 2.131 3.580
N: -4.246 2.160 1.278
N: -5.734 3.560 2.338
H: -3.449 1.546 1.242
H: -4.561 2.599 0.438
H: -5.741 4.119 1.510
H: -6.269 3.829 3.138
C: 1.527 -3.721 -3.086
O: 0.584 -4.417 -3.470
N: 2.757 -3.680 -3.708
N: 1.518 -3.053 -1.886
H: 2.698 -3.815 -4.708
H: 3.480 -3.041 -3.438
H: 2.259 -2.404 -1.695
H: 0.720 -3.110 -1.283
C: -1.397 -5.393 -0.370
O: -1.518 -5.318 0.864
N: -1.374 -6.581 -1.031
N: -1.401 -4.296 -1.167
H: -1.549 -6.649 -2.013
H: -1.314 -7.418 -0.484
H: -1.495 -3.399 -0.716
H: -1.180 -4.314 -2.152
C: -1.423 -0.702 6.038
O: -1.395 -1.029 7.235
N: -2.446 0.002 5.463
N: -0.377 -1.039 5.211
H: -2.399 0.208 4.486
H: -3.253 0.112 6.043
H: -0.236 -0.732 4.270
H: 0.284 -1.632 5.676
C: 1.217 -3.750 2.640
O: 2.356 -3.391 2.955
N: 0.933 -5.033 2.242
N: 0.092 -2.959 2.695
H: 1.700 -5.644 2.034
H: 0.013 -5.318 1.916
H: 0.332 -1.983 2.644
H: -0.756 -3.333 2.310
C: 2.713 3.157 2.748
C: 1.567 3.881 2.016
C: 1.712 4.012 0.522
O: 2.954 4.579 0.173
C: 3.514 4.101 -1.016
N: 0.245 3.432 2.485
H: 2.897 2.233 2.187
H: 2.560 3.061 3.817
H: 3.637 3.731 2.604
H: 1.686 4.891 2.440
H: 0.861 4.499 0.021
H: 1.617 3.049 -0.014
H: 4.473 4.594 -1.170
H: 2.895 4.288 -1.900
H: 3.703 3.028 -0.918
H: 0.357 3.493 3.491
H: 0.113 2.433 2.324

Output
- Charge: -1
- Calculated total energy: -71880.0380 eV
- Lowest unoccupied orbital energy: 0.0837 Ha
- HOMO: -6.847 eV
- Kohn-Sham gap: 0.3354 Eh

Entry 2:
# C15H50BNO21

C15H50BNO21 as an isolated structure (ωB97M-V/def2-TZVPD, OMol25).

CARTESIAN COORDINATES (ANGSTROEM)
C: -2.222 -4.765 -3.796
C: -2.888 -3.425 -4.150
C: -1.909 -2.323 -4.488
C: -1.094 -1.911 -3.154
N: -0.292 -0.582 -3.174
C: 0.720 -0.623 -4.347
C: 1.985 -1.177 -3.907
C: 1.936 -1.202 -2.403
C: 0.583 -0.535 -2.012
C: -1.170 0.641 -3.382
C: -2.135 0.927 -2.156
C: -3.112 2.060 -2.072
H: -1.617 -4.673 -2.842
H: -1.705 -5.173 -4.756
H: -2.872 -5.636 -3.465
H: -3.501 -3.040 -3.241
H: -3.832 -3.543 -4.836
H: -2.573 -1.455 -4.836
H: -1.287 -2.478 -5.313
H: -0.242 -2.651 -2.894
H: -1.658 -2.115 -2.474
H: 0.925 0.518 -4.576
H: 0.168 -0.725 -5.246
H: 2.795 -0.732 -4.322
H: 1.983 -2.203 -4.321
H: 2.794 -0.678 -2.213
H: 2.112 -2.267 -1.987
H: 0.826 0.395 -1.686
H: 0.257 -1.182 -1.204
H: -1.779 0.622 -4.255
H: -0.636 1.404 -3.668
H: -1.581 1.178 -1.364
H: -2.636 0.136 -1.867
H: -3.261 2.318 -0.977
H: -4.035 2.103 -2.580
H: -2.531 2.836 -2.528
O: -2.443 1.430 1.831
C: -1.361 0.806 1.773
O: -0.356 1.562 1.824
B: 0.835 0.613 1.812
O: 0.214 -0.687 1.577
C: -1.055 -0.490 1.484
O: -1.743 -1.206 0.847
O: 1.568 0.575 3.002
C: 2.746 1.010 2.824
O: 3.587 0.727 3.659
C: 2.890 1.113 1.390
O: 1.873 0.796 0.806
O: 3.914 1.419 0.844
O: -4.705 -2.962 -0.262
H: -3.862 -2.809 -0.453
H: -5.145 -2.080 -0.589
O: 4.294 1.381 6.218
H: 4.122 2.350 6.081
H: 4.127 1.092 5.235
O: -2.394 4.117 2.948
H: -3.201 4.358 2.433
H: -2.443 3.212 2.969
O: -0.650 1.573 4.782
H: -0.958 2.065 5.643
H: -0.123 2.320 4.270
O: 3.213 2.032 -1.748
H: 3.580 1.749 -0.943
H: 2.711 2.911 -1.644
O: -4.896 0.622 1.484
H: -5.223 0.070 2.117
H: -3.982 0.829 1.800
O: 1.408 -2.205 4.049
H: 2.335 -2.543 4.334
H: 1.162 -1.218 4.051
O: 6.779 1.946 0.474
H: 5.918 1.739 0.822
H: 7.508 1.979 1.076
O: -0.407 3.862 0.065
H: -1.127 4.521 0.369
H: -0.400 3.167 0.750
O: 5.728 -1.148 2.699
H: 5.138 -1.383 3.295
H: 5.030 -1.473 2.011
O: 1.460 0.489 6.314
H: 2.289 0.636 5.955
H: 0.845 0.858 5.826
O: -2.068 -3.710 -0.293
H: -2.124 -2.882 0.016
H: -2.090 -4.392 0.369
O: 0.374 3.817 3.824
H: -0.325 3.995 3.371
H: 0.894 3.371 3.073

Output
- Calculated total energy: -61525.6801 eV
- Energy above the lowest of the compared OMol25 structures with the same formula, charge and spin: 1.409 eV
- Lowest unoccupied orbital energy: -0.0419 Ha
- HOMO: -10.148 eV
- Kohn-Sham gap: 0.3311 Eh

Entry 3:
# C15H50N16O9

A 9-piece molecular cluster, C15H50N16O9 overall (ωB97M-V/def2-TZVPD, OMol25).

CARTESIAN COORDINATES (ANGSTROEM)
C: -12.704 -11.432 14.486
O: -11.850 -10.882 13.844
N: -13.317 -10.914 15.499
N: -13.128 -12.639 14.344
H: -12.704 -10.166 15.790
H: -13.833 -11.564 16.074
H: -12.846 -13.248 13.589
H: -13.872 -12.915 14.969
C: -7.689 -13.532 12.803
O: -6.668 -14.163 13.065
N: -8.624 -13.905 12.024
N: -7.881 -12.342 13.162
H: -8.493 -14.824 11.625
H: -9.371 -13.256 11.822
H: -7.235 -11.695 13.590
H: -8.818 -12.100 12.871
C: -10.644 -5.938 14.751
O: -10.469 -6.633 15.761
N: -10.945 -4.697 14.780
N: -10.602 -6.289 13.493
H: -10.970 -4.315 15.714
H: -11.074 -4.223 13.897
H: -10.970 -5.745 12.725
H: -10.496 -7.279 13.325
C: -18.015 -8.071 14.766
O: -17.743 -8.214 13.580
N: -17.278 -8.591 15.751
N: -18.990 -7.359 15.264
H: -17.532 -8.577 16.728
H: -16.420 -9.058 15.494
H: -19.692 -6.941 14.671
H: -19.021 -7.500 16.263
C: -17.902 -13.768 16.981
O: -16.724 -13.433 17.117
N: -18.471 -14.833 17.385
N: -18.710 -12.957 16.352
H: -18.056 -15.610 17.881
H: -19.480 -14.796 17.390
H: -18.386 -12.020 16.158
H: -19.689 -13.031 16.589
C: -8.504 -10.149 19.278
O: -8.075 -10.792 20.227
N: -8.875 -8.884 19.334
N: -8.754 -10.603 18.063
H: -9.442 -8.669 18.526
H: -8.568 -8.178 19.988
H: -8.918 -9.872 17.386
H: -8.259 -11.459 17.857
C: -13.985 -17.720 12.681
O: -15.012 -17.111 12.509
N: -12.804 -17.317 12.267
N: -13.938 -18.795 13.392
H: -12.749 -16.481 11.702
H: -12.044 -17.972 12.154
H: -14.819 -19.080 13.796
H: -13.144 -19.417 13.425
C: -14.818 -15.737 21.903
C: -15.042 -14.224 22.222
C: -14.023 -13.245 21.584
O: -14.522 -11.925 21.862
C: -13.741 -10.928 21.183
N: -16.335 -13.860 21.752
H: -15.489 -16.352 22.502
H: -13.731 -15.815 21.891
H: -14.966 -16.044 20.868
H: -14.958 -13.985 23.283
H: -14.100 -13.350 20.502
H: -13.042 -13.518 21.973
H: -14.325 -10.041 21.429
H: -13.759 -10.934 20.093
H: -12.741 -10.747 21.578
H: -16.241 -12.855 21.750
H: -16.470 -14.000 20.761
C: -7.271 -16.957 19.885
C: -8.594 -16.242 20.117
C: -9.772 -17.087 19.648
O: -9.734 -17.431 18.258
C: -9.964 -16.320 17.416
N: -8.709 -15.886 21.532
H: -7.129 -17.101 18.814
H: -7.270 -17.953 20.328
H: -6.349 -16.431 20.134
H: -8.650 -15.290 19.589
H: -10.729 -16.573 19.737
H: -9.843 -17.998 20.242
H: -9.167 -15.577 17.426
H: -10.914 -15.789 17.475
H: -9.851 -16.835 16.462
H: -9.546 -15.347 21.702
H: -8.952 -16.724 22.042

Output
- SMILES string: COC[C@H](C)N.COC[C@H](C)N.NC(N)=O.NC(N)=O.NC(N)=O.NC(N)=O.NC(N)=O.NC(N)=O.NC(N)=O
- Calculated total energy: -58635.1645 eV
- Energy above the lowest of the compared OMol25 structures with the same formula, charge and spin: 8.314 eV
- Lowest unoccupied orbital energy: 0.0017 Ha
- HOMO: -9.042 eV
- Kohn-Sham gap: 0.3340 Eh

Entry 4:
# C15H52N12O11

A 11-piece molecular cluster, C15H52N12O11 overall (ωB97M-V/def2-TZVPD, OMol25).

CARTESIAN COORDINATES (ANGSTROEM)
C: 1.671 -1.960 3.983
C: 0.862 -2.511 2.891
O: 1.116 -3.952 2.791
H: 1.640 -0.801 4.119
H: 2.606 -2.344 3.878
H: 1.346 -2.495 4.879
H: 1.182 -1.987 1.938
H: -0.168 -2.444 3.027
H: 1.306 -4.041 1.843
C: -1.540 2.212 -3.018
C: -0.317 2.548 -3.793
O: 0.839 2.168 -3.194
H: -1.659 2.674 -2.049
H: -1.605 1.107 -2.907
H: -2.522 2.494 -3.394
H: -0.095 3.599 -3.966
H: -0.332 2.073 -4.780
H: 1.602 2.113 -3.750
C: 1.595 -0.366 -6.000
C: 2.068 -0.885 -4.610
O: 3.452 -0.985 -4.480
H: 0.649 0.258 -5.866
H: 1.360 -1.129 -6.714
H: 2.340 0.286 -6.415
H: 1.472 -1.791 -4.271
H: 1.813 -0.120 -3.861
H: 3.776 -1.498 -5.311
C: -4.539 3.223 0.585
C: -3.119 3.810 0.727
O: -2.244 2.730 0.837
H: -5.275 4.031 0.373
H: -4.766 2.693 1.475
H: -4.472 2.407 -0.224
H: -3.023 4.460 1.598
H: -2.768 4.351 -0.132
H: -1.386 3.105 0.955
C: 3.572 0.392 -0.680
O: 3.355 0.862 -1.960
N: 2.758 -0.375 -0.030
N: 4.697 0.564 -0.125
H: 1.853 -0.426 -0.488
H: 2.986 -1.235 0.572
H: 5.226 1.185 -0.723
H: 4.818 0.685 0.871
C: -2.591 -4.290 2.843
O: -3.786 -4.347 3.549
N: -1.460 -4.837 3.236
N: -2.319 -3.473 1.757
H: -1.395 -5.347 4.125
H: -0.595 -4.708 2.788
H: -3.171 -2.882 1.485
H: -1.442 -3.579 1.115
C: 0.777 1.384 2.183
O: 0.068 0.322 1.868
N: 0.368 2.436 2.860
N: 1.905 1.569 1.572
H: -0.520 2.137 3.268
H: 0.954 2.981 3.499
H: 2.258 0.754 0.986
H: 2.624 2.241 1.886
C: 1.006 -3.729 -0.467
O: -0.152 -3.759 0.298
N: 1.319 -2.778 -1.366
N: 1.954 -4.597 -0.353
H: 0.688 -1.990 -1.598
H: 2.261 -2.679 -1.844
H: 1.997 -5.237 0.484
H: 2.756 -4.690 -0.997
C: -3.360 -0.535 2.390
O: -4.453 -1.302 2.509
N: -3.360 0.737 2.472
N: -2.167 -1.003 2.415
H: -4.307 1.102 2.574
H: -2.887 1.377 1.876
H: -1.945 -1.965 2.278
H: -1.325 -0.450 2.247
C: 0.303 4.040 -0.385
O: -0.172 4.814 -1.339
N: -0.003 4.221 0.867
N: 1.000 2.976 -0.599
H: -0.718 4.937 1.062
H: 0.327 3.467 1.628
H: 0.997 2.596 -1.568
H: 1.231 2.282 0.116
C: -0.972 -0.731 -0.823
O: 0.158 -0.373 -1.687
H: -0.804 -1.280 0.113
H: -1.774 -1.317 -1.289
H: -1.371 0.273 -0.567
H: 0.012 0.516 -2.086

Output
- SMILES string: NC(N)=O.NC(N)=O.NC(N)=O.NC(N)=O.NC(N)=O.NC(N)=O.CCO.CCO.CCO.CCO.CO
- Calculated total energy: -56798.2896 eV
- Energy above the lowest of the compared OMol25 structures with the same formula, charge and spin: 9.428 eV
- Lowest unoccupied orbital energy: -0.0249 Ha
- HOMO: -7.653 eV
- Kohn-Sham gap: 0.2563 Eh

Entry 5:
# C15H52N18O11

A 11-piece molecular cluster, C15H52N18O11 overall (ωB97M-V/def2-TZVPD, OMol25).

CARTESIAN COORDINATES (ANGSTROEM)
C: -2.389 0.993 3.645
C: -3.510 0.715 2.579
C: -4.506 -0.305 3.019
O: -4.192 1.978 2.414
H: -1.971 1.999 3.604
H: -1.547 0.319 3.489
H: -2.672 0.916 4.695
H: -3.074 0.586 1.589
H: -4.986 -0.140 3.983
H: -4.046 -1.287 2.906
H: -5.295 -0.335 2.268
H: -4.544 2.148 3.291
C: 0.786 1.168 -4.451
C: -0.038 0.521 -5.556
C: 0.839 0.013 -6.741
O: -0.688 -0.609 -4.955
H: 1.530 0.477 -4.055
H: 0.184 1.536 -3.620
H: 1.374 2.028 -4.771
H: -0.777 1.237 -5.914
H: 1.219 0.854 -7.321
H: 0.391 -0.710 -7.423
H: 1.767 -0.405 -6.351
H: -0.388 -0.562 -4.044
C: -0.729 -4.281 -2.699
O: -1.192 -5.226 -3.316
N: 0.092 -3.449 -3.285
N: -1.110 -3.884 -1.536
H: 0.327 -3.645 -4.247
H: 0.516 -2.663 -2.814
H: -1.558 -4.523 -0.895
H: -0.707 -3.041 -1.153
C: -3.830 2.275 -1.202
O: -4.075 1.085 -1.051
N: -3.757 3.106 -0.254
N: -3.506 2.833 -2.324
H: -3.816 2.756 0.691
H: -3.364 4.018 -0.439
H: -3.477 2.191 -3.103
H: -3.309 3.810 -2.483
C: 3.805 -3.295 2.039
O: 3.516 -4.410 2.067
N: 4.905 -2.729 1.684
N: 2.926 -2.417 2.336
H: 5.681 -3.203 1.243
H: 5.082 -1.773 1.956
H: 3.218 -1.460 2.472
H: 2.037 -2.754 2.678
C: -0.245 -0.157 -0.375
O: -0.548 -0.941 -1.227
N: -0.909 0.975 -0.267
N: 0.741 -0.268 0.517
H: -0.636 1.664 0.419
H: -1.741 1.081 -0.829
H: 0.590 0.290 1.345
H: 1.183 -1.175 0.575
C: -0.109 3.594 1.631
O: 0.489 2.526 1.447
N: -1.415 3.724 1.718
N: 0.439 4.794 1.776
H: -1.848 4.628 1.843
H: -2.046 2.935 1.712
H: 1.421 5.019 1.696
H: -0.292 5.487 1.708
C: -4.554 -2.291 -0.225
O: -4.853 -3.425 0.065
N: -3.541 -1.962 -0.978
N: -5.280 -1.223 0.071
H: -3.511 -0.988 -1.243
H: -2.861 -2.672 -1.209
H: -5.990 -1.381 0.771
H: -4.974 -0.303 -0.213
C: 1.654 0.446 4.104
O: 0.899 -0.269 3.494
N: 2.159 1.514 3.582
N: 2.096 0.222 5.300
H: 2.729 2.049 4.222
H: 1.805 1.892 2.715
H: 2.523 0.936 5.872
H: 1.939 -0.677 5.733
C: 3.336 -2.439 -1.785
O: 3.057 -2.195 -2.980
N: 3.823 -1.611 -1.025
N: 3.083 -3.536 -1.198
H: 3.982 -1.771 -0.041
H: 3.904 -0.709 -1.473
H: 2.966 -4.339 -1.800
H: 3.345 -3.630 -0.227
C: 4.480 0.995 1.048
O: 4.735 -0.049 1.624
N: 5.425 1.891 0.948
N: 3.488 1.348 0.380
H: 6.218 1.810 1.569
H: 5.537 2.708 0.365
H: 2.681 0.758 0.241
H: 3.482 2.266 -0.041

Output
- SMILES string: NC(N)=O.NC(N)=O.NC(N)=O.NC(N)=O.NC(N)=O.NC(N)=O.NC(N)=O.NC(N)=O.NC(N)=O.CC(C)O.CC(C)O
- Calculated total energy: -65748.2802 eV
- Energy above the lowest of the compared OMol25 structures with the same formula, charge and spin: 5.302 eV
- Lowest unoccupied orbital energy: -0.0306 Ha
- HOMO: -8.147 eV
- Kohn-Sham gap: 0.2688 Eh